The following is a quantum chemistry calculation of 3 unconnected molecules or ions with the total composition C36H56Cl2N2O9PS8 in a non-equilibrium geometry, from OMol25.

Calculated values
HOMO-LUMO gap   4.4 eV
Calculated total energy   -6638.050736 a.u.
Highest occupied orbital energy   -9.99 eV

ORCA input file:
```
! RIJCOSX wB97M-V def2-TZVPD def2/J DEFGRID3
* xyz 1 1
C 1.6453 -1.8378 0.3851
C 3.1199 -1.7364 -0.3263
C 4.0594 -0.4984 0.1939
C 4.8288 -0.7543 1.6181
N 3.8944 -0.6836 2.8054
C 4.1355 0.5297 3.6762
C 3.4506 1.8521 2.9139
C 4.5236 2.6156 1.9469
C 4.2708 4.2203 1.7298
C 3.8832 4.4566 0.1736
C 5.1711 4.5326 -0.8910
P 7.0263 4.2852 -0.3508
O 7.7863 5.7008 -0.2210
C 5.0150 4.8080 -2.5152
Cl 6.4867 4.9133 -3.6847
C 3.5392 5.0268 -3.1899
C 2.2592 4.9230 -2.1419
C 0.7610 5.1097 -2.8215
Cl 0.6167 5.4057 -4.6629
C -0.4998 5.0129 -1.7833
S -2.2336 5.2364 -2.5544
N -0.3028 4.7266 -0.3159
S -1.8240 4.6638 0.6150
C 1.0586 4.5028 0.3786
S 0.8849 4.1099 2.1901
C 0.0847 2.4595 2.5273
C -0.0023 1.4297 1.2608
O 0.8730 1.2964 0.2625
O -1.1611 0.4861 1.2458
C -2.4265 1.2007 1.0213
C -3.7214 0.1781 1.2987
C -4.0556 0.0898 2.9336
O -4.9149 0.6650 0.5681
C -6.0077 -0.3210 0.5877
O -5.8538 -1.6399 0.8925
C -7.5754 0.1070 0.1975
S -7.7192 0.2656 -1.6943
C 2.4139 4.6253 -0.5119
C 4.0605 -1.9895 3.5500
S 4.7211 -2.1613 5.1279
S 3.5560 -3.6326 2.7150
C 5.1457 -4.5060 2.2021
C 5.2070 -4.9358 0.6210
C 3.8252 -5.5843 0.0211
H 1.4043 -2.9986 0.4877
H 1.5895 -1.3980 1.4714
H 0.8348 -1.4090 -0.3533
H 3.6977 -2.7535 -0.2624
H 2.9189 -1.5332 -1.4858
H 4.9068 -0.3536 -0.6323
H 3.4087 0.4748 0.1632
H 5.6743 0.0847 1.6923
H 5.4259 -1.7763 1.5303
H 3.5240 0.4320 4.6951
H 5.2644 0.7429 3.9168
H 2.8765 2.5553 3.6526
H 2.6296 1.3744 2.1903
H 4.6331 2.1458 0.8612
H 5.5970 2.4691 2.4478
H 5.3426 4.7257 1.8999
H 3.6058 4.7435 2.5345
H 7.7893 3.5220 -1.3060
H 7.0360 3.7110 0.9745
H 3.4519 5.2055 -4.3453
H -2.2098 4.3004 -3.6383
H -2.5915 5.7971 0.2582
H -0.9682 2.6922 3.0402
H 0.7031 1.8938 3.3774
H -2.5555 1.5461 -0.1139
H -2.6106 2.1189 1.7288
H -3.3567 -0.8859 0.9757
H -4.9736 -0.6365 3.1602
H -4.3949 1.1462 3.3723
H -3.1485 -0.3715 3.5497
H -8.3280 -0.7592 0.5019
H -7.9398 1.0689 0.7596
H -8.8784 -0.4219 -2.1274
H 6.0166 -3.7097 2.3643
H 5.4218 -5.4054 2.9339
H 6.0460 -5.7752 0.5070
H 5.5609 -4.0494 -0.0883
H 3.4456 -4.8578 -0.8454
H 2.9960 -5.7809 0.8235
H 4.0023 -6.6304 -0.5259
C -1.1564 -5.8663 3.0323
C -0.9963 -7.3431 3.3904
C -0.4250 -8.0530 2.1642
S 0.5184 -6.8266 1.2711
O -0.1254 -6.5887 -0.0037
O 1.9297 -7.1374 1.3811
C 0.1450 -5.4627 2.3555
H -1.3567 -5.2535 3.9160
H -1.9953 -5.7434 2.3369
H -0.2992 -7.4409 4.2314
H -1.9467 -7.7901 3.6983
H 0.2307 -8.8803 2.4475
H -1.2190 -8.4156 1.5055
H 0.0614 -4.5394 1.7796
H 0.9583 -5.3811 3.0827
C -6.8103 2.5409 -6.8312
C -6.9021 1.8231 -5.4855
C -8.3661 1.8512 -5.0497
S -9.3330 1.9197 -6.5504
O -10.0232 3.1915 -6.5960
O -10.0208 0.6570 -6.7326
C -7.9504 1.9871 -7.6727
H -5.8410 2.3801 -7.3120
H -6.9413 3.6197 -6.6844
H -6.5722 0.7838 -5.6033
H -6.2574 2.2888 -4.7336
H -8.6350 0.9549 -4.4850
H -8.5913 2.7443 -4.4604
H -8.1958 2.6155 -8.5306
H -7.7367 0.9659 -8.0021
*
```

Results of the Löwdin charge analysis, in e, for atoms 1 through 5:
1 C -0.150
2 C -0.239
3 C -0.189
4 C -0.185
5 N -0.199



The following is a quantum chemistry calculation of a molecular structure, C28H25N3O4ReS2 in a non-equilibrium geometry, from OMol25.

Calculated values
HOMO-LUMO gap (alpha / beta)   5.8 / 6.1 eV
<S²>   0.7552
Calculated total energy   -2420.183512 a.u.
Relative energy (zero: lowest compared OMol25 entry of this formula, charge and spin)   20.5 kcal/mol
Highest occupied orbital energy (alpha / beta)   -20.25 / -20.25 eV

ORCA input file:
```
! RIJCOSX wB97M-V def2-TZVPD def2/J DEFGRID3
* xyz 4 2
Re -0.1910 -0.2133 0.3803
O -1.6562 0.7557 -6.9078
N -2.2442 0.4388 -5.9125
O -3.4240 0.1807 -5.7998
C -1.4203 0.2707 -4.6818
C -0.1044 0.0245 -4.8611
C 0.7441 -0.2312 -3.7349
C 2.1140 -0.5677 -3.8265
C 2.8205 -0.8583 -2.6769
C 2.1909 -0.7837 -1.4399
N 0.9007 -0.4264 -1.3237
C 0.1858 -0.1763 -2.4669
C -1.1773 0.1374 -2.2920
N -1.5981 0.2007 -0.9785
C -2.8911 0.5097 -0.7213
C -3.7891 0.7343 -1.7441
C -3.3795 0.6465 -3.0657
C -2.0233 0.3467 -3.3736
H 0.2987 0.0104 -5.8674
H 2.5994 -0.6069 -4.7957
H 3.8605 -1.1525 -2.7205
H 2.7209 -1.0250 -0.5271
H -3.1882 0.5872 0.3162
H -4.8140 0.9822 -1.5026
H -4.0914 0.7986 -3.8656
O 0.3287 1.5253 0.9183
S 0.9625 2.3339 2.1660
C 0.8705 1.0832 3.4577
C 1.3893 -0.2844 3.0325
C 0.7523 -1.4205 3.8374
C 0.7844 -2.7688 3.1328
S -0.5591 -3.0972 1.9610
O -0.3341 -2.0351 0.7594
C -1.9961 -2.5035 2.7653
C -2.3127 -1.1433 2.8062
C -3.4455 -0.7260 3.4727
C -4.2574 -1.6785 4.0977
C -3.9354 -3.0255 4.0575
C -2.7995 -3.4575 3.3763
C 2.6860 2.4706 1.8508
C 3.2900 1.9259 0.7257
C 4.6523 2.1252 0.5607
C 5.3701 2.8638 1.4957
C 4.7383 3.4102 2.6072
C 3.3743 3.2391 2.7870
H -0.1813 1.0560 3.7569
H 1.4387 1.5062 4.2919
H 2.4785 -0.3375 3.0561
H 1.1664 -0.4393 1.9430
H -0.2763 -1.1721 4.1000
H 1.2823 -1.5213 4.7870
H 0.6554 -3.5984 3.8382
H 1.7055 -2.9712 2.5780
H -1.6662 -0.3864 2.3288
H -3.7074 0.3230 3.5266
H -5.1529 -1.3547 4.6125
H -4.5742 -3.7527 4.5412
H -2.5637 -4.5148 3.3238
H 2.7076 1.4165 -0.0276
H 5.1581 1.7224 -0.3066
H 6.4257 3.0432 1.3396
H 5.3022 3.9870 3.3281
H 2.8730 3.7150 3.6242
*
```

Results of the natural (NBO) charge analysis, in e, for atoms 1 through 5:
1 Re 1.635
2 O -0.266
3 N 0.524
4 O -0.336
5 C 0.103



The following is a quantum chemistry calculation of a molecular structure, C3H7N3O in a non-equilibrium geometry, from OMol25.

Calculated values
HOMO-LUMO gap   9.7 eV
Calculated total energy   -357.747156 a.u.
Relative energy (zero: lowest compared OMol25 entry of this formula, charge and spin)   190.0 kcal/mol
Highest occupied orbital energy   -9.18 eV

ORCA input file:
```
! RIJCOSX wB97M-V def2-TZVPD def2/J DEFGRID3
* xyz 0 1
C -2.4279 0.4381 -0.0801
C -1.6454 -0.7652 0.1020
C 1.8963 -0.2659 -0.0670
H -1.9416 1.5044 0.5275
H -2.7260 0.9670 -1.1374
H -3.5684 0.1010 0.5101
H -2.1151 -1.8524 0.2376
H 2.1762 1.6022 1.0965
H 3.5043 1.2455 -0.5969
H 1.8662 -2.0811 -0.0174
N -0.3436 -0.8365 -0.2288
N 2.3450 1.0200 -0.0104
N 2.5446 -1.2596 -0.0045
O 0.4353 0.1825 -0.3312
*
```

Results of the natural (NBO) charge analysis, in e, for atoms 1 through 5:
1 C -0.712
2 C -0.042
3 C 0.654
4 H 0.234
5 H 0.261



The following is a quantum chemistry calculation of a molecular structure, C10H16BrHfO2 in a non-equilibrium geometry, from OMol25.

Calculated values
HOMO-LUMO gap   2.3 eV
Calculated total energy   -3161.749223 a.u.
Relative energy (zero: lowest compared OMol25 entry of this formula, charge and spin)   30.5 kcal/mol
Highest occupied orbital energy   -18.06 eV

ORCA input file:
```
! RIJCOSX wB97M-V def2-TZVPD def2/J DEFGRID3
* xyz 3 1
Hf 1.1977 -0.3329 3.2065
Br -1.3077 1.2454 3.4282
C 3.5194 -2.9244 2.3206
O 2.6826 -1.8434 1.8677
C 2.7772 -1.5786 0.4501
C 1.3592 -1.5390 -0.1808
O 0.5284 -0.7453 0.7179
C -0.7658 -0.7003 0.2043
H 4.5475 -2.7013 2.0357
H 3.2296 -3.8851 1.8949
H 3.4497 -3.0881 3.3960
H 3.3340 -2.3536 -0.0767
H 3.4226 -0.7083 0.3318
H 0.9137 -2.5085 -0.4037
H 1.5488 -1.0073 -1.1132
H -1.0928 -1.7340 0.0919
H -0.7558 -0.2969 -0.8083
H -1.4518 -0.1469 0.8456
C -2.3911 2.0907 -2.8756
C -1.2452 2.6976 -2.3580
C -1.0919 2.8195 -0.9616
C -2.1644 2.4546 -0.1409
C -3.3448 1.8865 -0.6453
C -3.4647 1.7119 -2.0524
H -2.4066 1.8450 -3.9271
H -0.4431 2.8904 -3.0551
H -0.1602 3.1258 -0.5094
H -1.9643 2.5102 0.9189
H -4.1941 1.6150 -0.0359
H -4.2662 1.2017 -2.5660
*
```

Results of the Löwdin charge analysis, in e, for atoms 1 through 5:
1 Hf 1.904
2 Br 0.037
3 C -0.020
4 O -0.385
5 C -0.128



The following is a quantum chemistry calculation of a molecular structure, CH9N5 in a non-equilibrium geometry, from OMol25.

Calculated values
HOMO-LUMO gap (alpha / beta)   7.6 / 7.6 eV
Calculated total energy   -317.081729 a.u.
Relative energy (zero: lowest compared OMol25 entry of this formula, charge and spin)   85.7 kcal/mol
Highest occupied orbital energy (alpha / beta)   -7.65 / -7.66 eV

ORCA input file:
```
! RIJCOSX wB97M-V def2-TZVPD def2/J DEFGRID3
* xyz 0 1
C -0.7076 0.7406 -1.8256
N 1.0161 -0.0349 0.3125
N 0.4015 -0.8421 -0.5088
N -0.8059 -0.4522 -0.9889
N -1.2954 0.4127 1.4229
N 1.9026 -0.6445 1.1243
H 0.4288 -1.8461 -0.2962
H -1.2971 -0.0241 0.1907
H 2.4203 0.0164 1.6817
H -0.8440 1.3197 1.5034
H -0.8624 -0.1706 2.1340
H 1.7416 -1.6132 1.3986
H -0.0625 0.5739 -2.6953
H -0.3220 1.6042 -1.2737
H -1.7140 0.9604 -2.1796
*
```

Results of the natural (NBO) charge analysis, in e, for atoms 1 through 5:
1 C -0.440
2 N 0.042
3 N -0.123
4 N -0.478
5 N -1.127



The following is a quantum chemistry calculation of a molecular structure, C4H6O3Y in a non-equilibrium geometry, from OMol25.

Calculated values
HOMO-LUMO gap   7.5 eV
Calculated total energy   -418.757204 a.u.
Relative energy (zero: lowest compared OMol25 entry of this formula, charge and spin)   0.0 kcal/mol
Highest occupied orbital energy   -22.30 eV

ORCA input file:
```
! RIJCOSX wB97M-V def2-TZVPD def2/J DEFGRID3
* xyz 3 1
O -1.1061 -0.2177 -1.0287
Y -2.7832 0.8650 -2.2644
O -1.2721 1.9505 -0.8488
C -0.5950 0.9081 -0.6950
O 0.5874 0.9146 -0.1239
C 1.0848 2.1275 0.4791
H 2.0522 1.8610 0.9115
H 1.2047 2.8898 -0.2962
H 0.3923 2.4588 1.2589
C -0.0935 -2.5365 -0.1338
C -0.2275 -2.6415 1.0936
H 0.3236 -2.8154 -1.0967
H -0.1635 -2.2369 2.0984
H 0.5960 -3.5273 0.6460
*
```

Results of the natural (NBO) charge analysis, in e, for atoms 1 through 5:
1 O -0.842
2 Y 2.635
3 O -0.770
4 C 0.986
5 O -0.426



The following is a quantum chemistry calculation of a molecular structure, C22H32BBr2N3O3Pd in a non-equilibrium geometry, from OMol25.

Calculated values
HOMO-LUMO gap (alpha / beta)   7.2 / 6.3 eV
<S²>   2.0043
Calculated total energy   -6548.330349 a.u.
Highest occupied orbital energy (alpha / beta)   -6.89 / -7.04 eV

ORCA input file:
```
! RIJCOSX wB97M-V def2-TZVPD def2/J DEFGRID3
* xyz 0 3
Pd -0.2187 0.2457 0.0532
C 2.9931 1.5188 -0.0495
C 3.0258 0.2788 -0.8863
C 4.1496 -0.1722 -1.5978
C 4.0712 -1.3381 -2.3151
C 2.8694 -2.0758 -2.3317
C 2.6617 -3.2860 -3.0179
Br 4.0878 -4.0719 -4.0066
C 1.4484 -3.9303 -2.9809
C 0.3990 -3.4075 -2.2409
Br -1.2549 -4.3410 -2.1707
C 0.5021 -2.2215 -1.4965
O -0.4449 -1.7776 -0.7684
C 1.7834 -1.5516 -1.5835
N 1.8990 -0.4039 -0.8931
H 3.8982 2.1098 -0.1460
H 2.8540 1.2325 0.9948
H 2.1196 2.1094 -0.3393
H 5.0635 0.3973 -1.5729
H 4.9241 -1.6994 -2.8730
H 1.3072 -4.8532 -3.5229
C -1.7667 0.0170 5.0455
C -0.2587 0.2194 5.2096
N 0.5250 -0.7512 4.4609
C 1.1589 -1.8130 5.2201
C 0.2148 -2.9745 5.5283
C 0.5409 -0.7012 3.1054
C 1.2464 -1.7943 2.3566
N 0.0105 0.2426 2.4110
H -2.3018 0.8612 5.4721
H -2.0866 -0.8887 5.5515
H -2.0361 -0.0709 3.9944
H 0.0117 0.1233 6.2630
H 0.0266 1.2314 4.8956
H 1.5206 -1.3826 6.1604
H 2.0306 -2.1784 4.6758
H -0.6058 -2.6462 6.1593
H 0.7557 -3.7591 6.0507
H -0.2003 -3.3892 4.6134
H 2.3263 -1.7385 2.5039
H 1.0292 -1.6638 1.2918
H 0.9021 -2.7770 2.6712
H -0.4280 0.9881 2.9419
C -3.1932 3.8918 -2.0117
C -1.8859 3.2362 -2.4731
C -1.8686 3.1997 -3.9973
O -1.8705 1.9069 -1.9335
B -1.0916 1.8793 -0.8133
O -0.4674 3.1022 -0.6138
C -0.6158 3.8719 -1.8160
C -0.7318 5.3571 -1.5002
C 0.6575 3.6191 -2.6342
H -4.0219 3.2555 -2.3172
H -3.3223 4.8707 -2.4636
H -3.2156 3.9834 -0.9272
H -2.7930 2.7547 -4.3573
H -1.0384 2.6169 -4.3829
H -1.8030 4.2165 -4.3802
H -1.5497 5.5561 -0.8148
H -0.8914 5.9120 -2.4219
H 0.1914 5.7043 -1.0431
H 0.7594 2.5529 -2.8423
H 1.5184 3.9378 -2.0482
H 0.6492 4.1770 -3.5648
*
```

Results of the natural (NBO) charge analysis, in e, for atoms 1 through 5:
1 Pd 0.862
2 C -0.656
3 C 0.245
4 C -0.262
5 C -0.113



The following is a quantum chemistry calculation of 3 unconnected molecules or ions with the total composition C38H75N5O10PS in a non-equilibrium geometry, from OMol25.

Calculated values
HOMO-LUMO gap   8.1 eV
Calculated total energy   -3257.945511 a.u.
Relative energy (zero: lowest compared OMol25 entry of this formula, charge and spin)   102.4 kcal/mol
Highest occupied orbital energy   -10.43 eV

ORCA input file:
```
! RIJCOSX wB97M-V def2-TZVPD def2/J DEFGRID3
* xyz 1 1
C 1.1331 2.1589 0.8872
C 0.9083 1.1717 0.2061
C 0.7371 -0.1302 -0.6685
N -0.4036 -0.9856 -0.2185
C -1.6727 -0.2208 0.0821
C -2.2753 0.5490 -1.1683
C -2.0059 2.1103 -1.2063
C -2.5253 2.9214 0.0547
C -4.0304 3.4353 -0.0511
C -4.9141 2.6304 1.0017
C -6.4077 2.4449 0.4649
S -6.3081 1.3405 -1.0217
C -6.6501 -0.3503 -0.4657
N -6.5290 -1.3477 -1.4016
N -6.8856 -2.4660 -0.6743
C -7.1850 -2.1362 0.6113
O -7.0202 -0.7346 0.8033
C -0.0602 -1.9126 0.9038
C 0.1583 -1.2451 2.3281
O -0.6175 -1.8644 3.3817
C -0.0426 -3.1198 3.7884
C 1.2438 -2.9523 4.7466
C 1.2330 -2.7306 0.4896
C 0.7505 -3.9322 -0.4693
N 1.8224 -4.9566 -0.5911
C 1.2677 -6.1916 -1.2572
O 2.3629 -1.9998 0.0312
C 2.1263 -0.9215 -0.8840
N 3.1944 0.0763 -0.6046
C 4.2931 -0.3903 0.2639
C 3.5820 0.9081 -1.6976
C 5.0487 0.9657 -2.3438
O 2.7862 1.7214 -2.1862
P 2.2308 -1.7465 -2.6299
C 4.0554 -2.1285 -3.0443
C 1.6565 -0.5884 -3.9932
C 1.5090 -1.5011 -5.3223
H 1.5316 3.1662 1.1839
H 0.4381 0.2742 -1.6932
H -0.6501 -1.5883 -1.0305
H -1.5964 0.4459 0.9838
H -2.4372 -1.0235 0.3581
H -1.9011 0.0744 -2.1388
H -3.3969 0.3919 -1.1634
H -2.5831 2.5110 -2.1071
H -0.9272 2.4010 -1.3927
H -1.8715 3.8544 0.1278
H -2.4202 2.3942 1.0472
H -4.4442 3.4545 -1.0993
H -4.0311 4.5191 0.3078
H -4.9955 3.1882 1.9951
H -4.4747 1.6160 1.2447
H -7.0932 1.9656 1.2206
H -6.8378 3.4648 0.2263
H -7.5079 -2.9017 1.3579
H -0.9094 -2.6635 1.0188
H 1.2737 -1.3376 2.5639
H -0.0708 -0.1433 2.3920
H -0.8266 -3.6232 4.4461
H 0.1394 -3.8382 2.9334
H 2.1729 -3.4111 4.2697
H 1.4742 -1.8356 4.8009
H 1.0711 -3.3480 5.7841
H 1.5653 -3.2751 1.4362
H 0.3684 -3.5601 -1.4692
H -0.1054 -4.4463 0.0668
H 2.5649 -4.6412 -1.2235
H 1.6818 -7.1354 -0.7727
H 0.1421 -6.2513 -1.1182
H 1.4516 -6.1616 -2.3741
H 4.8448 -1.3123 -0.0823
H 5.0722 0.4440 0.2841
H 3.9808 -0.5021 1.3530
H 5.6241 1.8622 -1.9543
H 5.5933 0.0158 -2.0259
H 5.0207 0.9414 -3.4696
H 4.4259 -1.4434 -3.8672
H 4.7182 -2.1356 -2.1353
H 4.0353 -3.1767 -3.4753
H 0.6537 -0.1019 -3.8274
H 2.4532 0.1841 -4.2568
H 2.5006 -1.6858 -5.8314
H 0.9291 -2.4497 -5.1134
H 0.8846 -0.8804 -6.0423
C 9.6713 3.4671 -6.0264
O 8.8132 3.9043 -4.9896
C 9.3509 4.9645 -4.2077
C 8.2864 6.0031 -3.8804
O 7.8634 6.8023 -4.9842
C 7.1312 6.1609 -6.0288
C 5.7507 5.6511 -5.6266
O 5.8429 4.5207 -4.7678
C 4.9181 4.5422 -3.6987
H 10.4051 2.7576 -5.6298
H 9.0606 2.9641 -6.7780
H 10.1802 4.3054 -6.5113
H 10.1967 5.4474 -4.7111
H 9.7157 4.5182 -3.2746
H 8.7249 6.7079 -3.1674
H 7.4283 5.5598 -3.3743
H 7.7305 5.3706 -6.4860
H 6.9924 6.9225 -6.7963
H 5.2126 5.3320 -6.5268
H 5.1912 6.4655 -5.1537
H 4.8325 5.5397 -3.2567
H 5.2827 3.8643 -2.9261
H 3.9384 4.1949 -4.0441
C -4.6525 -3.9818 5.1476
O -5.4999 -3.4982 6.1695
C -4.9539 -2.4063 6.9002
C -6.0133 -1.3518 7.1907
O -6.4436 -0.6007 6.0552
C -7.1862 -1.2870 5.0477
C -8.5644 -1.7746 5.4852
O -8.4664 -2.8628 6.3924
C -9.3832 -2.7898 7.4690
H -3.9169 -4.6756 5.5691
H -5.2705 -4.5160 4.4236
H -4.1452 -3.1660 4.6219
H -4.1108 -1.9477 6.3689
H -4.5825 -2.8121 7.8487
H -5.5672 -0.6177 7.8684
H -6.8679 -1.7697 7.7225
H -6.5915 -2.0991 4.6218
H -7.3298 -0.5607 4.2465
H -9.1114 -2.1340 4.6049
H -9.1181 -0.9381 5.9249
H -9.4622 -1.7726 7.8646
H -9.0132 -3.4323 8.2691
H -10.3673 -3.1490 7.1505
*
```

Results of the Löwdin charge analysis, in e, for atoms 1 through 5:
1 C 0.140
2 C -0.061
3 C -0.133
4 N -0.039
5 C -0.102